Entry 1:
63
Properties=species:S:1:pos:R:3:mulliken_spin:R:1 method="wB97M-V/def2-TZVPD" total_energy_ha=-2398.88341 relative_energy_kcal_mol=123.16 s2=0.95 total_charge=0 lumo_energy_ev="-2.89 / -2.10" homo_lumo_gap_ev="5.013 / 6.091" multiplicity=2
C 3.516 -3.941 2.271 0.0281
F 1.710 0.680 3.582 0.0013
H 2.562 -3.925 -2.663 -0.0033
C -4.141 0.118 -1.660 0.0101
F -0.336 2.076 2.768 -0.0005
C -1.923 -0.777 -2.005 0.0115
F -0.311 -0.339 4.204 0.0003
O 1.484 0.906 -1.546 0.0707
C -3.023 -0.040 -2.449 -0.0061
F -1.796 0.065 2.430 0.0001
O 0.690 -1.398 1.936 -0.0229
C 2.286 3.126 -1.442 0.0109
C -2.175 2.322 0.357 0.0043
N 0.295 -1.514 -2.351 0.1603
F 1.562 1.267 1.318 0.0055
C 1.737 -3.364 -2.207 0.0037
H 2.071 3.858 -2.215 0.0000
H -2.170 5.247 -1.317 -0.0002
C -0.593 3.807 -1.378 0.0036
C -3.142 -1.220 0.078 0.0233
O -0.584 0.626 0.379 0.1150
C -0.942 1.799 -0.062 0.0093
O -3.761 4.158 0.272 0.0014
H -5.097 2.627 0.678 0.0003
C -0.119 2.564 -0.943 -0.0050
H 2.718 -4.680 -0.154 -0.0060
H -3.147 -1.664 1.060 -0.0017
C -1.949 -1.393 -0.690 -0.0385
H 4.226 -4.110 4.280 -0.0025
H -5.061 -0.349 0.228 0.0000
C -1.804 4.297 -0.970 -0.0005
H -4.984 0.688 -2.018 0.0001
C -0.791 -1.035 -2.835 0.0107
O 3.058 -0.859 0.453 -0.1584
H 3.968 -0.125 2.735 0.0023
C 3.347 -1.661 1.375 0.0057
H -0.017 4.369 -2.095 0.0002
H 3.233 2.634 -1.646 -0.0007
C -4.191 -0.485 -0.396 -0.0057
C -2.604 3.564 -0.073 0.0036
H 4.516 -1.674 4.577 0.0010
H -2.750 1.714 1.035 0.0000
H 2.192 -1.478 -3.180 -0.0021
C 1.339 -2.158 -3.081 0.0169
Te 0.192 0.240 2.402 0.0167
H -0.900 -0.883 -3.915 0.0092
C 3.875 -1.192 2.619 -0.0578
C 3.173 -3.094 1.218 -0.0355
C 3.997 -3.441 3.464 -0.0634
H 1.011 -2.487 -4.075 0.0065
C 2.642 -3.598 -0.006 0.0129
H 2.344 3.655 -0.493 0.0010
C 1.201 2.087 -1.330 0.0045
H -5.400 4.235 1.403 -0.0001
O -0.991 -2.079 -0.242 0.1372
H 0.862 -4.021 -2.106 -0.0002
C 4.170 -2.061 3.631 0.0322
C -4.637 3.497 1.159 -0.0006
H 3.364 -5.006 2.163 -0.0004
Ir 0.978 -0.921 -0.262 0.7506
H -4.127 3.176 2.070 0.0001
H -2.978 0.425 -3.425 0.0007
N 2.123 -2.856 -0.916 -0.0600

---

Entry 2:
58
Properties=species:S:1:pos:R:3:lowdin_charge:R:1 method="wB97M-V/def2-TZVPD" total_energy_ha=-1980.38704 relative_energy_kcal_mol=3.09 total_charge=0 lumo_energy_ev=0.48 homo_lumo_gap_ev=8.546 smiles="CC[C@H](Sc1nc2cc3c(cc2c(=O)n1Cc1ccco1)OCO3)C(=O)Nc1ccccc1OC" multiplicity=1
H -6.061 -2.160 -0.954 0.1215
O 1.362 -4.287 -0.532 0.0730
H -1.030 -3.916 -0.876 0.1142
C -5.719 -1.311 -0.396 -0.1190
H -3.464 0.523 2.720 0.1369
C -0.793 2.252 0.479 -0.0684
C 5.539 -1.622 1.139 -0.0947
C -1.906 1.748 1.269 -0.3572
C 3.855 -2.936 0.054 -0.0061
O -4.655 -1.488 0.401 0.0106
H 3.554 -3.829 -0.469 0.1036
H -0.327 -1.221 -2.125 0.0907
C 1.057 1.803 -1.058 0.0851
H 3.313 1.891 1.428 0.1002
O -2.646 2.430 1.947 0.0819
O 2.277 0.101 1.274 -0.1020
H 1.648 1.109 -1.630 0.1361
C -0.565 -2.924 -0.827 -0.4434
C -2.161 -2.219 -2.661 -0.0980
C -3.237 -0.188 1.922 -0.0807
C 0.904 -3.167 -0.454 -0.4942
H -2.975 -1.163 2.337 0.1041
C 2.907 -1.961 0.320 -0.1359
H 5.895 -3.536 0.254 0.1011
H 1.658 1.823 2.082 0.0896
C -6.166 -0.028 -0.325 -0.0547
H 1.050 -1.176 -0.064 0.0850
H 2.993 1.050 2.974 0.1004
H 4.910 0.245 1.953 0.1013
H 6.560 -1.482 1.458 0.1005
N 1.573 -2.057 -0.089 0.1527
C -0.715 -2.239 -2.182 -0.2590
N -0.283 0.015 -0.250 0.0680
H -6.996 0.397 -0.850 0.1008
C -5.310 0.630 0.590 -0.0085
S -1.566 -2.155 0.508 1.1086
C 1.316 3.144 -1.035 -0.1892
O 1.039 5.310 -0.447 0.0430
C -4.410 -0.306 1.007 -0.2632
H 3.044 5.561 -0.850 0.1420
C -1.265 -0.431 0.461 -0.5246
C 2.128 5.189 -1.334 -0.1511
H -2.225 -1.748 -3.638 0.0756
H -5.350 1.654 0.902 0.1136
C -0.021 1.352 -0.275 -0.2089
H -1.115 4.301 1.068 0.1341
C 0.544 4.047 -0.277 -0.1882
H -0.101 -2.798 -2.892 0.1255
O 2.297 3.830 -1.683 0.0504
H 1.933 5.780 -2.243 0.1428
C 4.601 -0.639 1.419 -0.0279
H -2.554 -3.231 -2.738 0.0796
H -2.790 -1.661 -1.970 0.0498
C -0.511 3.630 0.482 0.0865
C 5.167 -2.769 0.466 -0.0896
C 3.283 -0.798 1.023 -0.1988
N -2.086 0.357 1.207 0.0279
C 2.595 1.275 1.979 -0.0736

---

Entry 3:
60
Properties=species:S:1:pos:R:3:mulliken_spin:R:1 method="wB97M-V/def2-TZVPD" total_energy_ha=-3282.04079 relative_energy_kcal_mol=48.15 s2=2.00 total_charge=-2 lumo_energy_ev="4.37 / 4.37" homo_lumo_gap_ev="6.917 / 6.918" multiplicity=3
H -6.686 -0.065 -18.606 0.0007
H -7.171 -3.979 -21.619 0.0005
H 0.436 -6.505 -12.453 0.0005
H -5.280 2.004 -17.144 0.0000
C -6.986 -5.418 -20.061 -0.0052
H -0.729 -2.727 -17.259 0.0004
H -5.871 2.402 -19.285 -0.0008
C -2.566 -4.676 -17.648 0.0238
H -1.955 -7.568 -14.154 -0.0003
C -3.474 0.817 -17.617 -0.0009
N -5.537 -3.509 -18.645 0.0656
C -2.510 -0.014 -16.746 -0.0036
C -5.553 0.138 -16.088 -0.0006
C -5.856 -4.685 -17.994 -0.0064
O -2.683 -1.286 -16.677 0.0206
H -3.254 -8.102 -15.712 -0.0001
H -3.551 2.384 -19.749 0.0000
H -2.397 -7.937 -17.260 0.0004
H -2.892 -5.553 -18.247 0.0019
C -6.596 -5.644 -18.721 0.0044
O -7.948 -7.613 -20.618 0.0000
H -3.927 -6.990 -16.975 -0.0002
C -5.035 0.969 -17.336 0.0044
C -2.253 -6.291 -15.852 -0.0012
O -5.817 -5.969 -16.043 0.0016
C -5.955 -3.317 -19.944 0.0018
C -6.766 -4.213 -20.656 0.0049
C -1.253 -4.060 -15.618 -0.0019
C -3.464 0.340 -19.064 0.0029
C -5.633 0.316 -18.569 -0.0063
O -1.563 0.560 -16.164 0.0013
C -1.978 -4.979 -16.387 0.0020
C -5.474 -4.888 -16.578 0.0062
H -3.691 1.243 -21.007 -0.0003
O -4.560 -0.664 -18.989 0.0356
H 0.010 -2.350 -15.625 0.0005
H -6.879 -6.591 -18.245 0.0007
O -2.684 -3.544 -18.131 -0.0036
H -6.149 1.183 -20.552 0.0001
C -0.859 -2.747 -16.186 0.0039
H -5.617 -2.364 -20.303 -0.0002
C -7.882 -6.435 -20.894 0.0003
H -2.556 -0.206 -19.284 0.0009
C -1.078 -5.673 -13.781 0.0012
H -1.763 -1.889 -16.159 -0.0011
C -4.008 1.427 -19.992 0.0021
C -1.845 -6.550 -14.544 0.0024
C -3.029 -7.364 -16.509 0.0024
H -1.312 -6.728 -11.900 -0.0001
O -5.693 -1.103 -16.327 0.0415
O -5.757 0.679 -14.998 0.0042
C -0.875 -4.409 -14.329 -0.0032
H -0.575 -5.156 -11.826 0.0000
H -0.323 -3.617 -13.787 -0.0002
C -0.585 -6.070 -12.445 0.0011
O -8.583 -5.645 -21.588 -0.0003
C -5.496 1.438 -19.679 0.0016
Ni -4.457 -2.342 -17.484 1.7327
O -4.747 -3.921 -16.125 0.0616
H -3.075 1.824 -17.444 -0.0005

---

What did the second record say?
58
Properties=species:S:1:pos:R:3:lowdin_charge:R:1 method="wB97M-V/def2-TZVPD" total_energy_ha=-1980.38704 relative_energy_kcal_mol=3.09 total_charge=0 lumo_energy_ev=0.48 homo_lumo_gap_ev=8.546 smiles="CC[C@H](Sc1nc2cc3c(cc2c(=O)n1Cc1ccco1)OCO3)C(=O)Nc1ccccc1OC" multiplicity=1
H -6.061 -2.160 -0.954 0.1215
O 1.362 -4.287 -0.532 0.0730
H -1.030 -3.916 -0.876 0.1142
C -5.719 -1.311 -0.396 -0.1190
H -3.464 0.523 2.720 0.1369
C -0.793 2.252 0.479 -0.0684
C 5.539 -1.622 1.139 -0.0947
C -1.906 1.748 1.269 -0.3572
C 3.855 -2.936 0.054 -0.0061
O -4.655 -1.488 0.401 0.0106
H 3.554 -3.829 -0.469 0.1036
H -0.327 -1.221 -2.125 0.0907
C 1.057 1.803 -1.058 0.0851
H 3.313 1.891 1.428 0.1002
O -2.646 2.430 1.947 0.0819
O 2.277 0.101 1.274 -0.1020
H 1.648 1.109 -1.630 0.1361
C -0.565 -2.924 -0.827 -0.4434
C -2.161 -2.219 -2.661 -0.0980
C -3.237 -0.188 1.922 -0.0807
C 0.904 -3.167 -0.454 -0.4942
H -2.975 -1.163 2.337 0.1041
C 2.907 -1.961 0.320 -0.1359
H 5.895 -3.536 0.254 0.1011
H 1.658 1.823 2.082 0.0896
C -6.166 -0.028 -0.325 -0.0547
H 1.050 -1.176 -0.064 0.0850
H 2.993 1.050 2.974 0.1004
H 4.910 0.245 1.953 0.1013
H 6.560 -1.482 1.458 0.1005
N 1.573 -2.057 -0.089 0.1527
C -0.715 -2.239 -2.182 -0.2590
N -0.283 0.015 -0.250 0.0680
H -6.996 0.397 -0.850 0.1008
C -5.310 0.630 0.590 -0.0085
S -1.566 -2.155 0.508 1.1086
C 1.316 3.144 -1.035 -0.1892
O 1.039 5.310 -0.447 0.0430
C -4.410 -0.306 1.007 -0.2632
H 3.044 5.561 -0.850 0.1420
C -1.265 -0.431 0.461 -0.5246
C 2.128 5.189 -1.334 -0.1511
H -2.225 -1.748 -3.638 0.0756
H -5.350 1.654 0.902 0.1136
C -0.021 1.352 -0.275 -0.2089
H -1.115 4.301 1.068 0.1341
C 0.544 4.047 -0.277 -0.1882
H -0.101 -2.798 -2.892 0.1255
O 2.297 3.830 -1.683 0.0504
H 1.933 5.780 -2.243 0.1428
C 4.601 -0.639 1.419 -0.0279
H -2.554 -3.231 -2.738 0.0796
H -2.790 -1.661 -1.970 0.0498
C -0.511 3.630 0.482 0.0865
C 5.167 -2.769 0.466 -0.0896
C 3.283 -0.798 1.023 -0.1988
N -2.086 0.357 1.207 0.0279
C 2.595 1.275 1.979 -0.0736